Record 1
{"formula": "C33H30Cl2N3O6S2Zr", "method": "the ωB97M-V functional and the def2-TZVPD basis", "symbols": ["H", "H", "C", "H", "H", "C", "S", "H", "O", "C", "C", "O", "C", "H", "H", "C", "C", "H", "H", "H", "C", "N", "H", "C", "H", "H", "H", "H", "S", "H", "C", "Cl", "H", "C", "C", "Zr", "H", "C", "O", "H", "H", "O", "C", "C", "H", "C", "C", "O", "H", "C", "C", "C", "H", "N", "C", "H", "H", "C", "N", "H", "C", "H", "C", "C", "C", "H", "H", "C", "C", "C", "C", "Cl", "C", "C", "C", "H", "O"], "positions_angstrom": [[4.1964, 3.9778, -2.2906], [-3.1341, -4.3579, -6.3118], [-1.7773, -3.3579, 1.8808], [-2.7383, -3.8261, 2.0371], [-3.7161, 1.8102, 5.6996], [3.6060, 6.1458, -3.8248], [0.7142, 0.8819, -3.6318], [-2.5536, 2.6842, 1.2630], [-0.2617, 0.9372, -2.4689], [0.6275, -0.4981, 4.8271], [-0.4590, -3.5291, -3.5823], [-0.2480, 0.5879, 0.2177], [2.7760, -2.3604, 3.0705], [-0.9543, -3.9498, 3.7547], [0.8251, 2.1898, -0.5585], [-0.0210, -1.6365, 5.3029], [1.5564, -2.8200, 3.4759], [0.2749, 3.1901, -5.2007], [-0.0936, 3.7796, 1.0017], [1.7006, -0.4942, 4.6930], [1.8824, -1.6415, 0.9575], [-0.3777, -2.1120, 0.4029], [-3.8075, 2.8913, 4.2938], [1.5777, 2.3895, -3.6914], [2.9031, 6.9761, -3.7569], [1.4453, 1.4927, 0.9658], [0.3947, 1.5440, 4.2202], [-1.0186, -5.6488, -6.1850], [0.7493, -3.2151, -2.3516], [-1.8860, 2.8292, -0.3728], [0.5517, 1.7919, 0.4215], [1.1798, -5.4912, -4.4842], [3.9092, -1.3715, 1.5042], [-0.0985, 0.6402, 4.5520], [-3.5042, 1.9053, 4.6330], [0.4161, -0.8849, -1.4607], [1.4367, 5.3720, -5.2463], [-1.4836, 0.6578, 4.7303], [0.0880, 0.6114, -4.8778], [-3.5410, -2.5211, -4.6814], [-2.2513, 0.4703, -0.3308], [1.9632, -1.0467, -0.2586], [2.8882, 4.8285, -3.7615], [2.6797, 2.5901, -2.8709], [-4.0600, 1.1419, 4.0819], [-2.3987, -4.1277, -5.5541], [-2.1233, -0.4558, 5.2625], [1.6575, -0.1741, -3.1235], [-0.3336, 2.5412, 2.2412], [0.6301, -2.1959, 1.3245], [1.1208, 3.3793, -4.5540], [-1.6657, -2.8497, -3.7010], [4.1353, 6.2439, -4.7740], [1.4117, -3.3967, 4.7864], [-1.3773, -1.5880, 5.5699], [4.3341, 6.2425, -3.0218], [3.0409, 1.7943, -2.2324], [-0.2697, -4.5560, -4.5204], [0.6664, -2.8610, 5.6167], [-1.8566, -2.4525, 6.0127], [-0.3640, 2.7392, 1.1707], [3.6164, -2.4319, 3.7490], [3.3271, 3.8131, -2.9144], [0.4579, -2.8154, 2.5720], [1.7799, 4.5936, -4.5765], [-2.2990, -2.6233, -0.0830], [-1.9116, 0.3588, 1.4191], [-1.2183, -4.8494, -5.4857], [-1.5311, -2.6805, 0.6782], [-1.7386, 2.3790, 0.6096], [2.9442, -1.7546, 1.8077], [-2.0195, -1.5291, -2.5744], [-0.7924, -3.4205, 2.8256], [-1.6518, 0.8693, 0.4895], [-2.6333, -3.1065, -4.6498], [-3.1843, -0.4509, 5.4636], [-2.1101, 1.8111, 4.3782]], "molar_mass_da": 790.88, "orbital_gap_ev": 7.338, "energy_ev": -99457.00785, "homo_ev": -10.607, "charge": 1, "e_above_lowest_ev": 0.596}

Record 2
{"formula": "C5H9N2", "method": "the ωB97M-V functional and the def2-TZVPD basis", "symbols": ["H", "N", "C", "H", "C", "C", "H", "C", "H", "H", "H", "H", "H", "H", "C", "N"], "positions_angstrom": [[-0.3197, 2.9138, 0.1013], [0.3814, -0.5803, -0.0373], [1.5630, -1.1442, 0.6459], [-4.5232, -0.4735, -0.3273], [-3.5306, -0.3065, -0.1399], [0.0400, 0.8280, -0.2736], [-0.3621, 1.5479, 1.5833], [-0.2972, 1.8250, 0.4759], [2.4217, -0.3388, 0.6162], [-0.2928, -1.1520, 0.3081], [1.3464, -1.4971, 1.7365], [1.0895, 0.0621, -2.0673], [-0.7809, -0.3476, -1.6759], [1.7983, -2.0354, 0.0277], [0.2552, 0.0137, -1.4347], [-2.3828, -0.2026, -0.0088]], "molar_mass_da": 97.14, "orbital_gap_ev": 11.735, "energy_ev": -8300.53421, "homo_ev": -14.720, "charge": 1, "e_above_lowest_ev": 5.198}

Record 3
{"formula": "CH4N2O3P", "method": "the ωB97M-V functional and the def2-TZVPD basis", "symbols": ["O", "P", "H", "H", "H", "N", "H", "O", "C", "N", "O"], "positions_angstrom": [[-0.3475, 2.4518, -0.0251], [-1.0793, 1.2881, 0.5104], [1.2980, -1.1565, 0.2667], [1.5816, 0.8703, 0.0110], [-0.1584, -2.3415, -1.9015], [-1.2515, -0.7184, -2.1059], [2.0428, -0.1294, 1.6683], [0.0032, 0.1857, 1.2398], [1.3053, -0.0362, 0.6994], [-1.0570, -1.8032, -1.6440], [-2.3372, 1.3894, 1.2811]], "molar_mass_da": 123.03, "orbital_gap_ev": [8.981, 5.395], "energy_ev": -19512.88023, "homo_ev": [-5.059, -1.910], "charge": -1, "e_above_lowest_ev": 5.011}